# 1
ORCA calculation (ωB97M-V/def2-TZVPD) on C32H43AuIN5O4S4 as an isolated structure.

The expectation value of S² is 2.0319. The energy relative to the best compared isomer or geometry (same formula, charge and spin) comes out at 0.000 eV. Its molar mass is 1013.87 g mol⁻¹. For the LUMO energy (spin up / spin down), the calculation gives -4.81 / -8.04 eV. The value obtained for the orbital gap (spin up / spin down) is 8.4 / 5.6 eV. As for the charge: +2. As for the multiplicity: 3.

Each line ends with the Mulliken charge.
Cartesian coordinates (Å):
1 I 2.27 -5.34 -0.86  0.054
2 N -1.27 -4.59 -1.48  -0.162
3 H -2.42 -3.83 6.38  0.396
4 H 0.40 4.95 -4.37  0.537
5 H 0.81 5.89 0.41  0.397
6 S 1.85 3.09 -3.77  -0.147
7 H -1.12 5.79 1.80  0.359
8 H -3.92 -2.71 1.38  0.383
9 H -0.23 1.18 5.32  0.316
10 C -3.39 -1.20 3.40  0.099
11 C 1.32 0.47 2.47  0.274
12 H 1.51 1.43 5.10  0.413
13 H -0.03 -3.25 -5.79  0.520
14 H 1.00 -4.22 -3.57  0.349
15 H -1.84 -3.97 -2.03  0.258
16 H -0.03 -6.04 0.28  0.601
17 H 1.88 -2.30 -2.01  0.377
18 C -3.85 -3.35 2.25  -0.749
19 C 1.42 -2.15 -2.98  0.010
20 C -2.09 -0.65 1.33  -0.208
21 S 1.26 -0.90 1.39  -0.276
22 C 5.47 -0.39 -3.73  -0.421
23 H -0.18 3.59 2.27  -0.004
24 C 3.13 0.22 -3.49  -0.659
25 H -4.15 -4.13 4.60  0.416
26 H -0.12 -0.32 3.59  0.070
27 Au 0.10 0.19 -0.55  1.358
28 H -4.83 -3.82 2.39  0.376
29 C -3.66 -3.17 4.75  -0.800
30 C -2.30 -3.34 5.41  -1.008
31 C 0.54 1.44 4.60  -1.081
32 C 0.38 3.92 -4.06  -0.649
33 H -1.84 -2.37 5.58  0.250
34 H -4.31 -2.55 5.37  0.424
35 C 0.03 5.27 -0.01  -0.681
36 O 1.86 0.33 -1.54  -0.362
37 O -0.34 -2.87 -0.35  -0.172
38 N -3.56 -2.53 3.42  0.238
39 C -0.92 3.64 1.46  -0.267
40 C 0.54 3.84 -0.28  1.030
41 H 0.33 2.44 4.23  0.302
42 C -2.64 1.13 -0.04  -0.233
43 C -4.12 0.53 1.73  -0.446
44 O -3.32 -0.50 4.40  -0.644
45 H -1.82 -3.98 1.85  0.042
46 S 4.37 -0.38 -2.45  0.059
47 O -0.42 2.96 0.31  0.005
48 C -0.70 3.12 -3.86  -0.961
49 N 2.17 1.47 2.31  0.017
50 H -1.31 -5.58 -1.67  0.193
51 C 0.95 -3.17 -3.81  -0.668
52 H -1.04 1.00 -3.31  0.824
53 C -3.23 -0.48 2.08  0.081
54 C 3.59 0.40 -4.80  -0.494
55 H 0.68 -4.66 1.15  0.409
56 H -1.64 -3.95 4.80  0.264
57 C 0.43 -5.06 0.18  -1.244
58 S 0.46 -0.98 -5.07  0.019
59 H 5.50 0.13 -5.85  0.481
60 H -2.34 1.79 -0.84  0.293
61 H 2.75 2.03 0.35  0.079
62 C 4.93 0.06 -4.93  -0.879
63 H -4.51 2.10 0.31  0.487
64 H -3.06 -5.04 1.17  0.409
65 H -2.71 -5.09 2.89  0.366
66 H -2.09 5.15 0.48  0.293
67 C 1.75 0.41 -2.91  2.052
68 C -0.43 -4.07 -0.57  0.095
69 N -1.78 0.18 0.32  -0.049
70 C 0.41 -2.68 -4.98  -0.644
71 C -0.33 1.80 -3.48  -0.452
72 C -1.13 5.07 0.99  -0.722
73 C 1.23 -0.88 -3.53  0.153
74 C -3.84 1.32 0.63  -0.916
75 H -5.00 0.70 2.34  0.593
76 H 4.00 2.16 1.62  0.398
77 N 0.51 0.47 3.52  0.086
78 H -0.31 5.75 -0.92  0.287
79 C 1.02 1.63 -3.41  -0.437
80 C 3.17 1.57 1.25  -0.957
81 H 0.61 3.59 -1.33  -1.147
82 C -2.79 -4.43 2.03  -0.766
83 H 3.52 0.57 0.99  0.425
84 H 2.13 2.23 2.97  0.270
85 H -1.37 -1.43 1.54  0.744
86 H -1.83 3.13 1.79  0.386
87 H 6.50 -0.69 -3.57  0.508
88 H 2.97 0.76 -5.60  0.592
89 H 1.51 3.68 0.20  0.107
90 H -1.72 3.46 -4.00  0.483

***

# 2
ORCA calculation (ωB97M-V/def2-TZVPD) on C32H43BaClN10O4 as an isolated structure at a distorted geometry.

The energy relative to the best compared isomer or geometry (same formula, charge and spin) comes out at 1.072 eV. Its molar mass is 804.54 g mol⁻¹. For the LUMO energy, the calculation gives -0.75 eV. The value obtained for the orbital gap is 6.3 eV.

Each line ends with the Mulliken charge.
Cartesian coordinates (Å):
1 H 10.08 14.31 7.35  0.122
2 C 11.98 11.90 13.65  0.535
3 C 12.70 15.69 8.13  -0.374
4 H 13.52 11.56 12.35  0.253
5 H 9.17 7.66 14.67  0.513
6 C 10.84 9.49 6.74  -0.353
7 N 7.63 9.04 14.24  0.040
8 N 9.26 9.51 8.53  0.160
9 O 11.49 7.70 9.46  -0.722
10 N 8.27 14.94 11.96  -0.901
11 H 11.41 17.02 10.37  0.441
12 H 4.57 7.64 11.10  0.416
13 O 11.17 11.34 12.87  -0.434
14 C 5.26 9.64 13.24  -0.950
15 N 13.22 13.71 16.39  -0.609
16 H 10.29 17.13 7.87  0.541
17 N 13.28 12.11 13.19  -0.454
18 N 7.69 12.80 11.57  -0.140
19 H 12.68 16.73 7.80  0.442
20 H 14.09 12.44 13.73  0.231
21 H 5.21 10.73 13.37  0.497
22 H 5.09 7.41 12.78  0.212
23 H 7.75 10.56 5.73  0.448
24 C 10.85 16.28 9.80  -1.097
25 H 11.85 9.26 6.40  0.454
26 H 10.08 16.22 6.22  0.395
27 H 6.45 16.08 9.57  0.510
28 H 9.78 18.05 9.22  0.330
29 H 8.86 13.73 8.49  -0.233
30 O 7.67 17.68 8.07  -0.678
31 H 8.76 15.44 5.25  0.508
32 C 7.79 6.66 13.35  -0.514
33 C 7.36 13.51 10.50  -0.103
34 C 9.01 14.21 7.51  -1.302
35 H 7.48 18.29 8.81  0.488
36 O 12.07 9.90 9.80  -0.608
37 C 7.52 16.08 9.88  -1.922
38 C 10.50 9.31 8.11  0.503
39 Cl 14.38 12.22 7.16  -0.239
40 H 14.25 14.99 6.77  0.386
41 C 8.10 7.66 14.47  -1.028
42 H 5.75 8.06 14.62  0.308
43 C 13.57 14.76 7.61  -0.698
44 H 7.27 9.75 8.07  0.438
45 C 6.86 15.30 6.93  -1.754
46 H 6.78 6.24 13.52  0.261
47 H 5.86 9.73 15.25  0.365
48 C 11.81 15.30 9.15  0.241
49 C 8.40 16.52 8.58  2.156
50 C 9.87 9.97 5.87  -0.364
51 N 9.32 11.81 15.99  -0.731
52 Ba 8.74 9.96 11.52  1.407
53 H 8.04 9.66 14.94  0.171
54 C 8.28 9.75 7.67  -0.432
55 C 12.62 13.02 9.03  -0.699
56 H 6.77 13.11 9.66  0.401
57 H 11.09 13.63 10.35  0.683
58 C 9.86 17.02 8.87  -1.587
59 C 8.19 13.71 12.43  -0.605
60 H 8.49 5.83 13.50  0.425
61 H 8.60 6.57 11.42  0.316
62 H 6.23 14.91 7.73  0.329
63 H 6.84 14.58 6.09  0.434
64 H 12.58 11.96 9.29  0.689
65 C 13.48 13.43 8.02  0.303
66 C 11.58 12.39 14.96  0.139
67 C 12.35 13.15 15.82  0.085
68 C 6.54 6.85 11.30  -1.073
69 H 10.25 15.75 10.52  0.303
70 C 11.50 8.94 9.17  -0.247
71 C 8.31 15.55 7.33  1.888
72 N 5.71 9.26 11.90  -0.013
73 H 6.18 5.81 11.47  0.323
74 H 8.48 13.44 13.45  0.471
75 C 6.14 9.09 14.39  -0.615
76 C 5.42 7.80 11.80  -0.548
77 H 6.40 16.24 6.52  0.351
78 H 6.63 6.92 10.21  0.493
79 H 10.08 10.20 4.82  0.415
80 C 10.32 12.03 15.42  0.186
81 C 11.81 13.97 9.61  -0.345
82 N 7.84 7.08 11.92  -0.121
83 C 8.99 16.12 6.08  -2.039
84 H 4.22 9.23 13.40  0.293
85 H 8.64 13.52 6.73  0.563
86 N 7.76 14.81 10.66  0.960
87 C 8.55 10.16 6.36  -0.687
88 H 7.56 7.21 15.34  0.321
89 H 5.15 9.76 11.20  0.265
90 H 8.57 17.11 5.86  0.406
91 H 7.67 16.88 10.62  0.411